No. 1
Computed, not measured: an isolated molecule of C5H7N3, with ωB97M-V/def2-TZVPD.

```
15
Properties=species:S:1:pos:R:3:forces:R:3
C -1.66047 -0.87299 0.02588 0.16 -5.88 -2.58
C -0.73897 0.22097 -0.28936 3.10 -3.01 0.69
C -1.56500 1.32396 0.01557 -0.03 3.46 2.33
C 2.54964 -0.90240 -0.05532 -0.24 -0.15 1.18
C 3.25980 0.25718 0.00223 6.17 6.01 -1.24
H -1.83209 -1.70823 -0.94153 0.72 2.43 2.47
H -1.14003 -1.58133 0.78018 -1.55 1.23 -0.71
H -2.67513 -0.43394 0.14974 0.88 -1.19 0.71
H -2.39225 1.56335 -0.58349 -1.31 -0.36 -0.90
H -1.87037 1.37024 1.12597 0.18 -0.84 -1.61
H -0.98163 2.15272 0.00631 1.84 3.14 -0.40
H 2.99507 -1.73469 0.36786 1.35 -1.88 0.20
N 0.58821 0.26882 -0.40548 -1.19 -0.45 0.84
N 1.32986 -0.98969 -0.12692 -6.44 0.39 -1.54
N 4.13334 1.06604 -0.07162 -3.65 -2.90 0.56
```
Positions in Å, forces in eV/Å.

Properties
Molar mass ... 109.1 g/mol
Net charge ... 0
Kohn-Sham gap ... 9.1 eV
ΔE to the lowest compared entry with this formula, charge and spin ... 124.6 kcal per mole
LUMO energy ... -0.4300 eV
F_max ... 0.1692 Eh/bohr
SMILES ... CC(C)=N/N=C\C#N
HOMO energy ... -9.55 eV

Here are the natural (NBO) charges for atoms 1 to 5, given in e: -0.7036, 0.3104, -0.6781, -0.0475, 0.2150

No. 2
Computed, not measured: an isolated molecule of C5H7N3, with ωB97M-V/def2-TZVPD.

```
15
Properties=species:S:1:pos:R:3:forces:R:3
C -0.74052 -0.38741 -0.01376 -0.52 -2.00 0.23
C -0.08641 -1.61510 0.00738 -0.17 0.19 -0.10
C 1.38735 -1.58468 0.06544 1.63 0.30 -1.46
C -0.16773 1.02282 -0.15195 -3.31 -1.11 -0.67
C 1.01139 1.46013 0.58157 3.65 -1.28 3.81
H -2.65678 -1.18577 0.38074 -0.36 -2.41 1.37
H -2.88034 0.28880 -0.26219 3.50 -2.23 0.44
H -0.77832 -2.57026 -0.17069 2.27 2.10 0.63
H -1.02370 1.72167 -0.43983 1.34 -0.66 0.30
H 1.54855 0.61908 1.27882 -1.60 2.21 -1.27
H 1.30872 2.50455 0.87945 -0.91 -1.03 -0.24
H 1.58113 0.49612 -1.17647 2.59 -4.08 -1.78
N -2.11532 -0.54581 -0.08520 -2.43 5.70 -1.86
N 2.53691 -1.36512 -0.13355 -3.44 -1.10 1.10
N 1.07507 1.14099 -0.75975 -2.23 5.41 -0.49
```
Positions in Å, forces in eV/Å.

Properties
Molar mass ... 109.1 g/mol
Net charge ... 0
Kohn-Sham gap ... 9.3 eV
ΔE to the lowest compared entry with this formula, charge and spin ... 103.3 kcal per mole
LUMO energy ... 0.6914 eV
F_max ... 0.1258 Eh/bohr
SMILES ... N#C/C=C(/N)[C@H]1CN1
HOMO energy ... -8.65 eV

Here are the natural (NBO) charges for atoms 1 to 5, given in e: 0.2752, -0.4713, 0.2776, -0.1181, -0.2143

No. 3
Computed, not measured: an isolated molecule of C5H7N3, with ωB97M-V/def2-TZVPD.

```
15
Properties=species:S:1:pos:R:3:forces:R:3
C -2.28106 0.87332 0.07741 -0.29 2.92 -0.23
C -0.61113 -0.40268 -0.38082 -2.64 0.12 -0.09
C 0.68616 -0.96085 -0.74639 -0.22 -1.36 -2.87
C 1.67265 -0.10338 -0.10917 0.18 -0.83 -7.13
C 1.80666 0.01904 1.24881 0.04 0.25 6.64
N -2.66299 -0.26625 0.40850 0.25 -3.19 0.95
N -1.58430 -1.09895 0.12906 -0.22 -0.95 0.25
N -1.07736 0.89571 -0.51263 2.26 1.59 -0.66
H -2.76084 1.73486 0.46618 -0.57 0.94 -0.53
H 0.62540 -2.07955 -0.50945 0.27 1.31 0.19
H 0.74564 -0.94762 -1.92650 0.23 0.11 2.22
H 2.33193 0.35749 -0.83894 0.21 0.27 0.62
H -0.64165 1.76131 -0.93208 -0.48 -1.80 0.91
H 2.59667 0.62585 1.59726 0.76 0.39 0.59
H 1.15422 -0.40831 2.02876 0.21 0.23 -0.87
```
Positions in Å, forces in eV/Å.

Properties
Molar mass ... 109.1 g/mol
Net charge ... 0
Multiplicity ... 3
Kohn-Sham gap (alpha / beta) ... 6.7 / 7.4 eV
ΔE to the lowest compared entry with this formula, charge and spin ... 29.7 kcal per mole
LUMO energy (alpha / beta) ... 0.7201 / -2.3078 eV
F_max ... 0.1396 Eh/bohr
HOMO energy (alpha / beta) ... -6.01 / -9.73 eV

Here are the natural (NBO) charges for atoms 1 to 5, given in e: 0.1582, 0.3208, -0.5149, -0.1498, -0.3300

No. 4
Computed, not measured: a cluster of 2 separate species, C5H7N3O in total, with ωB97M-V/def2-TZVPD.

```
16
Properties=species:S:1:pos:R:3:forces:R:3
C -1.20084 1.71956 0.11556 -0.41 -0.30 0.04
C 0.05363 -0.03643 -0.06293 1.37 -0.55 0.00
C -1.23740 -0.44928 0.03575 0.48 -0.08 -0.07
C 2.66160 -1.18432 0.01986 -0.19 2.02 0.04
C -1.81771 -1.81555 0.02001 -0.04 0.09 0.02
N -1.99928 0.67676 0.12859 -0.70 0.55 0.05
N 0.08239 1.33215 0.00148 0.45 -0.39 -0.09
N 1.20251 2.16335 -0.03501 0.22 0.27 -0.11
O 3.55379 -0.41846 0.08555 -0.88 -1.00 -0.06
H -1.52186 2.73860 0.16824 0.08 0.32 0.04
H 2.66035 -2.27345 -0.00874 0.08 -0.52 -0.01
H -2.34862 -1.99239 -0.91468 -0.03 -0.07 -0.03
H -1.03241 -2.55892 0.12743 0.01 -0.10 0.00
H -2.53013 -1.92328 0.83584 -0.03 -0.07 0.03
H 1.96215 1.72463 0.48084 -0.26 0.04 -0.07
H 1.51184 2.29702 -0.99778 -0.15 -0.20 0.22
```
Positions in Å, forces in eV/Å.

Properties
Molar mass ... 125.1 g/mol
Net charge ... 0
Kohn-Sham gap (alpha / beta) ... 8.3 / 7.6 eV
ΔE to the lowest compared entry with this formula, charge and spin ... 127.3 kcal per mole
LUMO energy (alpha / beta) ... -0.2367 / -0.7441 eV
F_max ... 0.0395 Eh/bohr
HOMO energy (alpha / beta) ... -8.58 / -8.32 eV

Here are the natural (NBO) charges for atoms 1 to 5, given in e: 0.1587, 0.1358, -0.0265, 0.4259, -0.6235